Computed, not measured: one molecule with the formula C15H15Cl2N3O4 at a distorted geometry, with ωB97M-V/def2-TZVPD.

SMILES ... CC(C)C1=CC(Oc2c(Cl)cc(NC(=O)C(=O)O)cc2Cl)=NNC1
LUMO level ... -0.59 eV
Orbital gap ... 0.271 Ha
Energy relative to the best compared isomer or geometry (same formula, charge and spin) ... 0.00 kJ/mol

The geometry in ORCA input format:
```
! RIJCOSX wB97M-V def2-TZVPD def2/J DEFGRID3
* xyz 0 1
O -5.828 -3.583 2.132
O -5.381 -2.868 -1.171
Cl 1.310 -2.497 1.026
Cl -1.296 -0.463 -3.247
N 0.342 0.676 0.469
O -7.365 -3.068 0.536
O 0.834 -0.690 -1.403
C -6.093 -3.270 0.947
C -5.033 -3.206 -0.025
C 1.149 0.304 -0.475
C 2.445 1.000 -0.480
C 2.768 1.973 0.464
C -1.362 -3.045 0.429
C -2.510 -2.220 -1.500
C -0.175 -2.343 0.091
C -1.295 -1.565 -1.907
C -0.155 -1.552 -1.068
C -2.505 -2.975 -0.357
N -3.709 -3.527 0.276
N 0.545 1.768 1.274
C 1.880 2.021 1.757
C 3.152 4.328 0.102
C 4.751 2.710 -0.929
C 3.888 2.979 0.332
H -7.346 -2.823 -0.432
H 2.988 0.681 -1.284
H -1.411 -3.763 1.265
H -3.332 -2.228 -2.156
H -3.636 -3.839 1.251
H -0.236 2.043 1.880
H 1.938 3.005 2.396
H 2.234 1.284 2.465
H 3.818 5.066 -0.207
H 2.438 4.164 -0.726
H 2.583 4.805 0.954
H 5.397 1.891 -0.874
H 5.480 3.497 -1.098
H 4.201 2.452 -1.897
H 4.530 2.877 1.189
*
```